49
Properties=species:S:1:pos:R:3:forces:R:3:nbo_charge:R:1 method="wB97M-V/def2-TZVPD" total_charge=-2 relative_energy_kj_mol=30.03 lumo_ev=5.16 orbital_gap_ev=9.53
C 5.662 -4.621 19.619 -0.825 3.843 -2.861 1.0157
O 4.644 -4.401 18.688 2.492 -1.446 3.119 -0.9419
O 5.723 -3.717 20.556 0.294 -3.080 -1.930 -0.8717
O 6.594 -5.421 19.261 -1.009 1.143 1.167 -0.8349
O 5.955 -4.779 22.913 0.118 -1.116 1.753 -0.9739
H 6.882 -4.943 23.112 -0.010 -0.036 -0.009 0.4628
H 5.989 -4.287 22.107 -0.014 0.465 -0.929 0.4823
O 2.554 -5.577 17.766 -1.096 -0.942 -0.804 -0.9791
H 3.276 -5.183 18.246 1.544 0.294 0.563 0.5027
H 1.829 -5.099 18.148 -0.853 0.283 0.156 0.4688
O 3.848 -4.390 15.651 0.510 0.403 -0.520 -1.0095
H 4.694 -4.262 16.121 -0.062 -0.100 -0.486 0.4834
H 3.313 -4.807 16.328 -0.665 -0.738 0.288 0.4900
O 3.112 -2.626 19.805 -0.585 -0.223 1.303 -0.9924
H 2.784 -3.067 20.612 -0.240 0.454 -0.538 0.4738
H 3.894 -3.190 19.666 0.144 0.154 -0.626 0.5028
O 2.732 -2.256 17.159 -0.130 0.349 0.454 -1.0111
H 2.895 -2.508 18.088 -0.386 0.463 -0.011 0.4925
H 3.184 -2.949 16.684 0.120 -0.361 -0.839 0.4704
O 5.368 -7.542 19.731 0.585 -1.978 1.571 -0.9580
H 5.659 -6.654 19.609 0.650 0.604 -0.304 0.4706
H 4.561 -7.616 19.290 -1.999 -0.182 -1.288 0.4515
O 6.065 -3.436 16.856 0.919 0.421 -0.799 -1.0164
H 5.690 -2.587 16.624 -0.047 0.424 -0.049 0.4856
H 5.584 -3.679 17.676 -0.402 -0.289 0.292 0.5064
O 8.058 -2.838 21.487 0.948 -0.614 0.973 -0.9695
H 8.029 -1.990 21.089 0.149 1.476 -0.467 0.4614
H 7.325 -3.248 21.035 -0.479 -0.698 -0.177 0.4813
O 8.161 -7.097 20.587 -0.466 0.790 -1.187 -0.9900
H 8.434 -7.717 19.894 -0.011 0.230 0.262 0.4598
H 7.655 -6.403 20.034 1.104 -1.302 1.498 0.4959
O 8.537 -3.838 18.354 0.234 -0.214 0.254 -0.9808
H 7.894 -4.534 18.614 0.646 0.328 0.302 0.4909
H 8.126 -3.518 17.560 -0.365 0.385 -0.758 0.4638
O 9.027 -6.889 17.573 0.978 -0.220 -0.218 -0.9616
H 8.188 -6.685 17.175 -1.782 -0.376 -0.009 0.4831
H 9.531 -6.366 16.950 1.000 0.232 0.213 0.4495
O 6.453 -6.317 16.743 0.270 -1.124 -0.075 -0.9809
H 6.474 -5.995 17.662 -0.384 0.137 0.132 0.4990
H 6.571 -5.551 16.201 -0.151 0.900 -0.399 0.4744
O 6.468 -1.401 19.288 -0.577 3.174 -0.051 -0.9638
H 6.011 -2.080 19.729 -1.097 -1.496 1.024 0.4859
H 7.152 -1.810 18.826 1.821 -1.321 -1.141 0.4663
O 2.977 -5.405 20.827 -2.030 2.430 0.257 -0.9446
H 3.029 -6.245 21.174 0.084 -2.918 1.473 0.4652
H 3.731 -5.362 20.292 1.546 0.418 -1.409 0.4734
O 4.794 -2.089 22.228 -0.925 1.254 1.453 -0.9565
H 5.021 -2.775 21.615 0.228 -0.460 -0.708 0.4841
H 3.951 -2.399 22.580 0.204 0.180 0.084 0.4433